# 1
C3H6Cl2O2 | wB97M-V/def2-TZVPD

```
13
Properties=species:S:1:pos:R:3
Cl -1.995 -1.072 -0.701
Cl 0.307 2.065 -0.644
O 1.313 0.476 1.173
O -1.841 0.872 1.127
C -1.242 -0.236 0.696
C 0.677 0.464 -0.061
C 0.995 -0.534 -1.158
H 1.376 -0.454 1.489
H 1.890 -0.123 -1.682
H 1.149 -1.543 -0.728
H -1.773 1.750 0.615
H 0.046 -0.785 -1.616
H -0.901 -0.880 1.491
```

LUMO level = 0.57 eV
Gap between HOMO and LUMO = 8.8 eV
ΔE to the lowest compared entry with this formula, charge and spin = 293.9 kJ/mol
Highest occupied orbital energy = -0.302 Ha

# 2
C23H108N4O43P | wB97M-V/def2-TZVPD

```
179
Properties=species:S:1:pos:R:3
P 3.438 -2.979 2.324
O 3.929 1.468 -4.539
O 0.958 -4.521 -8.650
O 3.341 -0.040 5.717
O -1.738 -8.306 1.162
O -2.691 -2.132 0.320
O -0.605 4.111 8.148
O -3.796 -3.054 -2.849
O -3.298 -6.224 4.539
O 1.507 13.355 1.238
O -6.061 -4.040 0.292
O 2.515 -4.699 -5.314
O -1.323 1.746 5.884
O 3.024 -6.994 -3.843
O -0.999 -8.696 -2.558
O -0.110 8.256 3.565
O -5.477 -7.554 -2.770
O 2.650 1.132 3.196
O 3.506 -6.971 2.104
O 0.209 -3.502 -2.110
O 3.501 -2.192 3.915
O -0.622 13.244 3.637
O -0.123 5.474 4.374
O 1.097 16.024 3.172
O 5.239 -2.388 6.259
O 4.633 -4.051 2.355
O 5.583 -9.166 1.124
O -2.070 10.657 -2.012
O -3.812 -9.352 -1.439
O -3.589 8.322 -2.019
O 1.508 1.495 7.130
O -1.900 12.622 -0.218
O -0.982 -4.840 -5.281
O -5.045 -4.057 3.230
O -0.532 -0.417 2.180
O 5.028 -5.265 -4.505
O 3.550 -5.872 -8.096
O -1.063 -8.422 8.199
O -1.457 -9.049 5.099
O -2.769 -6.613 -2.164
O -0.876 15.283 1.009
O 3.662 -1.708 1.156
O -2.584 -3.848 -7.740
O -0.426 -0.837 -4.776
N 1.821 -3.785 2.076
N 2.773 -4.435 -0.222
N -2.200 -5.660 1.572
N 1.031 -3.661 3.150
C -2.026 -7.050 1.603
C 0.494 -2.806 -3.406
C -2.097 2.287 -2.541
C 2.122 7.330 -0.564
C -1.988 0.922 -3.445
C -0.985 4.641 -1.209
C -0.100 -5.889 -1.067
C 0.794 1.325 -3.608
C -0.798 -5.082 1.586
C -0.798 3.265 -2.146
C 0.014 -4.933 -2.395
C 0.259 -5.156 0.350
C -1.541 4.093 0.237
C 1.624 -4.432 0.792
C -2.238 5.455 -1.913
C -0.837 -2.025 -4.013
C 0.656 2.734 -2.718
C -0.244 -4.331 2.885
C 0.571 6.758 -0.283
C 0.437 5.416 -1.186
C -0.529 0.402 -3.989
C -0.413 8.007 -0.674
C 0.552 6.489 1.368
H -4.302 -8.522 -1.333
H 4.635 1.595 -3.888
H -0.767 14.392 1.372
H 0.751 5.635 -2.315
H -0.947 5.607 3.881
H 0.567 -6.861 -1.254
H -1.681 -1.841 -3.220
H -1.212 -6.293 -1.001
H -1.304 -2.782 -4.808
H 3.200 1.030 2.405
H -4.441 7.911 -2.226
H -1.899 -3.385 -8.246
H -0.073 13.142 2.846
H -3.373 -6.167 3.574
H 3.127 0.636 3.878
H -0.417 0.415 2.663
H -3.622 -7.024 -2.371
H -2.543 -6.814 4.681
H 1.250 7.308 1.838
H 5.093 -8.337 1.230
H -6.732 -4.272 0.950
H -1.531 -8.991 4.135
H -1.981 13.519 -0.575
H 3.597 -4.965 0.138
H -0.145 12.748 4.319
H -4.495 -4.159 2.439
H 0.151 -0.997 2.549
H -2.850 -5.716 -2.520
H 1.255 4.646 -0.782
H 3.450 -0.932 6.081
H -2.753 12.211 -0.425
H -1.137 -8.365 7.235
H -5.964 -6.995 -3.395
H 1.206 15.132 3.536
H -5.745 -8.455 -3.004
H 4.113 0.443 6.048
H 2.537 -6.436 -4.468
H 3.222 -4.572 -4.663
H -1.866 -4.739 -5.664
H 1.641 -5.102 -8.281
H -4.568 -4.553 3.912
H -0.055 4.009 7.356
H -1.613 -8.390 -1.874
H 3.016 -6.142 2.210
H 1.432 13.412 0.274
H -0.639 3.580 0.828
H 2.988 -4.866 -6.143
H -3.195 4.807 -2.098
H -0.307 -9.012 8.341
H 1.359 -1.995 -3.296
H -3.669 9.219 -2.375
H 6.161 -9.197 1.901
H 1.073 -3.689 -8.167
H 0.918 5.387 1.629
H -3.100 -3.133 -7.336
H -0.570 7.977 -1.845
H -2.568 6.301 -1.139
H 1.862 0.949 -3.978
H -0.104 15.766 1.340
H -1.839 5.972 -2.884
H -0.701 -9.638 5.241
H -0.320 8.994 4.157
H -1.133 -9.656 -2.580
H 2.060 7.821 -1.648
H -5.532 -3.354 0.727
H -2.930 0.287 -3.726
H 2.980 -1.335 3.804
H 1.865 0.710 6.688
H -3.218 -3.085 -2.072
H -1.457 0.787 5.862
H -1.298 11.140 -1.681
H 2.342 8.211 0.176
H 2.506 -4.908 -1.111
H 2.924 6.477 -0.571
H 0.081 9.017 -0.300
H -1.937 2.053 6.568
H -0.998 -4.305 3.813
H 1.661 3.290 -2.496
H 0.159 4.582 4.123
H 2.757 -7.895 -4.077
H 4.401 1.301 -5.368
H 5.136 -6.156 -4.142
H -3.183 2.601 -2.173
H -0.533 6.669 1.766
H 5.165 -2.331 5.295
H 4.084 -7.002 2.881
H -1.962 9.765 -1.648
H -1.946 4.938 0.952
H 4.658 -1.523 1.151
H 0.952 -5.335 -3.014
H -1.919 -1.649 0.650
H -0.155 7.476 4.138
H 0.850 -3.541 -4.251
H -2.359 3.245 0.134
H -4.286 -2.225 -2.743
H -2.582 -3.024 0.683
H -0.928 -5.049 -3.093
H -0.624 -5.625 -5.722
H -1.431 7.877 -0.092
H -3.234 -9.383 -0.662
H 0.623 1.597 6.746
H 3.475 -5.814 -9.060
H 1.869 16.507 3.503
H 5.995 -2.978 6.401
H 4.306 -6.461 -7.954
H 2.262 12.765 1.380
H 5.800 -4.781 -4.175
H -0.127 3.615 8.830
```

LUMO level = -5.81 eV
Gap between HOMO and LUMO = 3.4 eV
Highest occupied orbital energy = -0.340 Ha
Charge = +1

# 3
C6H15N2 | wB97M-V/def2-TZVPD

```
23
Properties=species:S:1:pos:R:3
N 1.246 -0.357 0.080
N 0.331 0.571 -0.283
C -1.975 -1.060 0.504
C -1.453 0.039 -0.261
C 1.434 -1.593 -0.637
C -2.228 0.755 -1.214
C 0.543 1.897 0.174
C 2.216 0.042 1.055
H 1.054 -2.440 0.007
H 2.675 0.905 0.773
H 2.477 -1.802 -0.914
H -2.305 -0.713 1.438
H -3.294 0.550 -0.840
H -0.464 2.333 0.311
H 1.067 2.555 -0.512
H 0.869 -1.753 -1.540
H 2.943 -0.808 1.238
H 1.073 2.018 1.213
H -1.859 1.828 -1.304
H -2.056 0.272 -2.280
H 1.714 0.151 2.046
H -2.835 -1.532 0.182
H -1.175 -1.857 0.764
```

⟨S²⟩ = 2.010
LUMO level (alpha / beta) = -2.83 / -5.52 eV
Gap between HOMO and LUMO (alpha / beta) = 8.8 / 9.5 eV
ΔE to the lowest compared entry with this formula, charge and spin = 230.5 kJ/mol
Multiplicity = 3
Highest occupied orbital energy (alpha / beta) = -0.428 / -0.554 Ha
Charge = +1